Entry 1:
{
  "formula": "C2H2N2O2",
  "method": "ωB97M-V/def2-TZVPD",
  "elements": ["C", "C", "H", "H", "N", "N", "O", "O"],
  "coordinates": [[-0.65554, 0.09588, -0.01781], [1.33319, 0.43600, 0.01910], [-2.15887, -0.98255, 0.43556], [2.16979, 1.17307, -0.22880], [0.08191, 1.18464, 0.02178], [1.29935, -0.87598, -0.08661], [-1.97328, 0.07408, -0.13102], [-0.09655, -1.10514, -0.01220]],
  "atomic_forces_ev_per_a": [[-1.0, 1.7, -0.2], [0.2, 2.6, -1.9], [0.2, 4.7, -2.8], [-0.5, -2.0, 0.9], [1.4, -4.4, 0.2], [0.1, 2.1, 0.8], [-1.0, -5.1, 3.2], [0.6, 0.2, -0.2]],
  "nbo_charge": [0.742, 0.136, 0.503, 0.226, -0.506, -0.151, -0.611, -0.338],
  "mol_weight_g_mol": 86.0,
  "de_lowest_kj_mol": 304.3,
  "total_charge": 0,
  "spin_multiplicity": 1,
  "lumo_ha": -0.003,
  "max_force_ha_per_bohr": 0.118,
  "gap_ev": 10.395,
  "e_homo_ha": -0.385
}

Entry 2:
{
  "formula": "C36H41NO4RhSeTe",
  "method": "ωB97M-V/def2-TZVPD",
  "elements": ["Rh", "C", "C", "C", "O", "C", "O", "O", "H", "H", "H", "H", "H", "H", "H", "C", "C", "C", "C", "C", "C", "Te", "N", "C", "O", "C", "C", "C", "C", "C", "C", "C", "C", "C", "C", "C", "C", "C", "C", "C", "C", "H", "H", "H", "H", "H", "H", "H", "H", "H", "H", "H", "H", "H", "H", "H", "H", "H", "H", "H", "H", "H", "H", "H", "C", "C", "C", "C", "C", "C", "Se", "C", "C", "C", "H", "H", "H", "H", "H", "H", "H", "H", "H", "H", "H"],
  "coordinates": [[-0.70529, -0.22172, 0.09888], [-3.26838, 0.59384, 2.92070], [-1.76255, 0.39476, 3.06411], [-1.30601, 0.86436, 4.43508], [-1.05292, 1.13177, 2.03930], [-1.45309, -1.11169, 2.86902], [-1.63980, -1.84295, 3.82673], [-1.07764, -1.50234, 1.70073], [-3.51877, 1.65725, 2.98549], [-3.77479, 0.07119, 3.73080], [-3.64745, 0.20584, 1.97691], [-1.51499, 1.93128, 4.55202], [-0.24119, 0.69461, 4.56988], [-1.83705, 0.30740, 5.20313], [-1.41978, 2.02032, 1.96872], [6.32246, -2.94003, 3.61630], [5.30161, -2.25685, 2.74809], [4.05244, -2.81675, 2.52965], [3.09308, -2.19513, 1.73457], [1.77925, -2.88640, 1.50713], [3.39908, -0.95755, 1.16240], [1.97660, 0.01765, -0.08133], [-0.32027, 1.00228, -1.44845], [-1.25202, 1.47744, -2.13308], [-2.61823, 1.23556, -1.93040], [-1.06780, 2.41813, -3.27676], [0.21096, 2.56074, -3.81206], [0.43695, 3.43470, -4.86173], [-0.61056, 4.18013, -5.38716], [-1.88585, 4.03819, -4.86184], [-2.11671, 3.15806, -3.81380], [1.99112, 1.94268, 0.79198], [1.90727, 3.00193, -0.10610], [1.85619, 4.30922, 0.35131], [1.90292, 4.55540, 1.71493], [1.98811, 3.49569, 2.60379], [2.02798, 2.17033, 2.16988], [2.12406, 1.07396, 3.19162], [4.67475, -0.39456, 1.31847], [5.08906, 0.89846, 0.66653], [5.59869, -1.05387, 2.12091], [5.92184, -3.85543, 4.04953], [6.63852, -2.28887, 4.43285], [7.21362, -3.19886, 3.04172], [3.81075, -3.77067, 2.98568], [1.77719, -3.86537, 1.98432], [1.59949, -3.04156, 0.43821], [0.92728, -2.32342, 1.88912], [1.01301, 1.96484, -3.39689], [1.43277, 3.53253, -5.27501], [-0.43284, 4.86417, -6.20697], [-2.70714, 4.61353, -5.26940], [-3.11188, 3.04686, -3.40696], [1.85851, 2.80225, -1.16813], [1.78006, 5.12492, -0.35597], [1.87169, 5.57113, 2.08810], [2.01772, 3.69147, 3.66963], [1.82018, 1.45056, 4.16719], [3.14546, 0.69980, 3.28174], [1.48980, 0.22524, 2.93087], [4.76536, 0.94402, -0.37531], [6.17326, 1.00012, 0.68976], [4.65925, 1.76452, 1.17308], [6.58230, -0.61436, 2.25230], [-4.52476, -4.70706, -4.41478], [-4.11368, -3.57791, -3.51219], [-4.94879, -2.49311, -3.29121], [-4.57931, -1.44891, -2.45321], [-5.52576, -0.28995, -2.27580], [-3.32856, -1.50041, -1.82498], [-2.94301, -0.01765, -0.66172], [-2.45371, -2.57485, -2.04034], [-1.09034, -2.70119, -1.41895], [-2.87541, -3.59583, -2.88342], [-5.52123, -4.54648, -4.82299], [-4.52647, -5.65399, -3.87287], [-3.82751, -4.80886, -5.24786], [-5.91373, -2.45420, -3.78316], [-6.41682, -0.43918, -2.88268], [-5.06286, 0.65061, -2.57893], [-5.83796, -0.18186, -1.23572], [-1.15925, -2.86201, -0.34105], [-0.47068, -1.81473, -1.62844], [-0.55983, -3.55065, -1.84853], [-2.20796, -4.43252, -3.05704]],
  "atomic_forces_ev_per_a": [[0.1, 0.0, 0.1], [0.0, 0.0, 0.0], [0.0, 0.0, 0.0], [0.0, 0.0, 0.0], [0.0, -0.1, -0.1], [-0.1, 0.1, 0.0], [0.0, 0.0, 0.0], [0.0, 0.0, 0.0], [0.0, 0.0, 0.0], [0.0, 0.0, 0.0], [0.0, 0.0, 0.0], [0.0, 0.0, 0.0], [0.0, 0.0, 0.0], [0.0, 0.0, 0.0], [0.0, 0.0, 0.0], [0.0, 0.0, 0.0], [0.0, 0.0, 0.0], [0.0, 0.0, 0.0], [0.0, 0.0, 0.0], [0.0, 0.0, -0.1], [0.0, 0.0, 0.0], [0.0, 0.0, 0.0], [-0.1, 0.0, 0.0], [-0.1, 0.0, 0.0], [0.0, 0.0, 0.0], [0.1, 0.0, 0.0], [0.0, 0.0, 0.0], [0.0, 0.0, 0.0], [0.0, 0.0, 0.0], [0.0, 0.0, 0.0], [0.0, 0.0, 0.0], [0.0, 0.0, 0.0], [0.0, 0.0, 0.0], [0.0, 0.0, 0.0], [0.0, 0.0, 0.0], [0.0, 0.0, 0.0], [0.0, 0.0, 0.0], [0.0, 0.0, 0.0], [0.0, 0.0, 0.0], [0.0, 0.0, 0.0], [0.0, 0.0, 0.0], [0.0, 0.0, 0.0], [0.0, 0.0, 0.0], [0.0, 0.0, 0.0], [0.0, 0.0, 0.0], [0.0, 0.0, 0.0], [0.0, 0.0, 0.0], [0.0, 0.0, 0.0], [0.0, 0.0, 0.0], [0.0, 0.0, 0.0], [0.0, 0.0, 0.0], [0.0, 0.0, 0.0], [0.0, 0.0, 0.0], [0.0, 0.0, 0.0], [0.0, 0.0, 0.0], [0.0, 0.0, 0.0], [0.0, 0.0, 0.0], [0.0, 0.0, 0.0], [0.0, 0.0, 0.0], [0.0, 0.0, 0.0], [0.0, 0.0, 0.0], [0.0, 0.0, 0.0], [0.0, 0.0, 0.0], [0.0, 0.0, 0.0], [0.0, 0.0, 0.0], [0.0, 0.0, 0.0], [0.0, 0.0, 0.0], [-0.1, 0.1, 0.0], [0.0, 0.0, 0.0], [0.0, 0.0, 0.0], [-0.1, -0.1, -0.1], [0.0, 0.0, 0.0], [0.0, 0.1, 0.0], [0.0, 0.0, 0.0], [0.0, 0.0, 0.0], [0.0, 0.0, 0.0], [0.0, 0.0, 0.0], [0.0, 0.0, 0.0], [0.0, 0.0, 0.0], [0.0, 0.0, 0.0], [0.0, 0.0, 0.0], [0.1, 0.1, 0.0], [-0.1, 0.0, 0.1], [0.0, 0.0, 0.0], [0.0, 0.0, 0.0]],
  "mulliken_spin": [0.979, 0.000, 0.001, 0.002, 0.025, -0.001, -0.001, -0.013, -0.001, -0.001, 0.000, 0.001, -0.001, 0.000, -0.004, 0.000, 0.000, 0.001, -0.002, 0.006, -0.006, 0.000, -0.042, 0.018, 0.007, -0.002, -0.002, 0.001, -0.001, 0.000, -0.003, 0.005, -0.005, 0.001, -0.001, 0.002, -0.001, -0.001, -0.002, 0.002, 0.002, 0.000, 0.000, 0.000, 0.000, 0.000, -0.002, 0.001, 0.000, 0.000, 0.000, 0.000, -0.001, 0.001, 0.000, 0.000, 0.000, 0.000, 0.000, -0.001, 0.000, 0.000, 0.000, 0.000, 0.000, 0.001, 0.001, 0.004, 0.001, 0.015, 0.019, -0.062, 0.080, 0.003, 0.000, 0.000, 0.000, 0.000, 0.000, 0.000, 0.000, 0.004, -0.030, 0.001, 0.000],
  "mol_weight_g_mol": 861.2,
  "de_lowest_kj_mol": 0.0,
  "total_charge": 0,
  "spin_multiplicity": 2,
  "lumo_ha": [-0.004, -0.002],
  "max_force_ha_per_bohr": 0.004,
  "gap_ev": [7.993, 8.019],
  "e_homo_ha": [-0.298, -0.297]
}